Here is a cluster of 2 separate species, C21H22F4N2O3S2 in total from OMol25. Energies are from ωB97M-V/def2-TZVPD.

Structure (XYZ):
```
54
Properties=species:S:1:pos:R:3:nbo_charge:R:1
F 1.461 1.459 2.851 -0.325
C 1.790 1.239 1.530 0.524
F 0.978 0.230 0.993 -0.339
C 1.702 2.521 0.623 0.628
F 2.967 3.133 0.715 -0.341
F 1.557 2.207 -0.728 -0.319
C 0.640 3.579 1.036 -0.099
C 1.016 4.990 0.813 -0.185
C 0.136 6.110 1.114 0.129
N 0.629 7.456 0.842 -0.466
C -0.292 8.269 0.700 0.271
S -1.390 9.390 1.075 0.052
C -1.199 5.838 1.661 -0.246
C -1.569 4.452 1.871 -0.152
C -0.681 3.301 1.580 0.161
N -1.105 1.936 1.825 -0.658
C -2.443 1.655 1.322 0.090
C -2.603 0.417 0.552 -0.198
C -3.924 0.040 0.048 -0.222
C -5.055 0.921 0.317 -0.204
C -4.937 2.184 1.063 -0.265
C -3.614 2.529 1.557 -0.077
S -3.243 4.057 2.506 0.253
H 2.828 0.803 1.517 0.165
H 2.009 5.251 0.368 0.252
H -1.945 6.629 1.912 0.250
H -1.167 1.848 2.850 0.390
H -1.692 -0.210 0.385 0.239
H -4.016 -0.910 -0.529 0.230
H -6.047 0.604 -0.082 0.223
H -5.824 2.835 1.268 0.237
C 3.677 -6.101 -1.126 -0.251
O 2.561 -5.535 -1.786 -0.547
C 1.327 -6.114 -1.394 -0.093
C 0.245 -5.054 -1.226 -0.083
O 0.401 -4.213 -0.086 -0.542
C 1.484 -3.285 -0.097 -0.085
C 1.354 -2.161 -1.113 -0.091
O 1.561 -2.640 -2.435 -0.549
C 0.716 -2.032 -3.390 -0.250
H 3.904 -7.087 -1.544 0.169
H 4.532 -5.444 -1.284 0.192
H 3.505 -6.180 -0.048 0.165
H 1.427 -6.677 -0.460 0.173
H 1.023 -6.810 -2.186 0.175
H -0.703 -5.577 -1.070 0.184
H 0.120 -4.462 -2.134 0.186
H 2.438 -3.803 -0.191 0.184
H 1.481 -2.829 0.898 0.188
H 2.121 -1.403 -0.915 0.177
H 0.366 -1.698 -1.012 0.173
H -0.326 -2.026 -3.049 0.163
H 0.766 -2.620 -4.306 0.192
H 1.050 -1.011 -3.601 0.171
```

## Properties
Spin multiplicity = 1
SMILES = FC(F)C(F)(F)c1cc(N=C=S)cc2c1Nc1ccccc1S2.COCCOCCOC


Here is the molecule C21H22F5N3O4S2 from OMol25. Energies are from ωB97M-V/def2-TZVPD.

Structure (XYZ):
```
57
Properties=species:S:1:pos:R:3:nbo_charge:R:1
O -0.254 4.206 -0.078 -0.590
C 0.659 3.510 -0.453 0.675
C 2.022 3.561 0.259 -0.316
N 2.794 2.350 0.141 -0.625
C 2.336 1.096 0.431 0.213
C 1.001 0.807 0.734 -0.279
C 0.570 -0.500 0.783 -0.297
S -1.185 -0.794 0.944 2.328
O -1.513 -1.878 0.048 -0.964
O -1.879 0.445 0.759 -0.933
N -1.309 -1.276 2.540 -0.678
C -1.391 -2.715 2.772 -0.240
C -2.638 -2.948 3.640 -0.416
C -3.440 -1.658 3.472 -0.416
C -2.330 -0.617 3.340 -0.227
C 1.435 -1.565 0.635 -0.221
C 2.781 -1.300 0.431 -0.234
C 3.222 0.004 0.310 0.227
O 4.572 0.298 0.079 -0.512
C 5.111 -0.179 -1.119 -0.142
C 4.673 0.686 -2.307 0.948
F 5.266 0.302 -3.440 -0.317
F 4.964 1.980 -2.122 -0.325
F 3.347 0.628 -2.519 -0.331
N 0.609 2.637 -1.497 -0.615
C -0.536 1.940 -1.913 0.138
C -1.819 2.450 -1.749 -0.230
C -2.911 1.664 -2.060 -0.177
C -2.729 0.380 -2.549 -0.198
S -4.163 -0.603 -2.921 0.201
C -3.623 -2.200 -2.214 0.415
F -4.682 -2.842 -1.687 -0.341
F -3.126 -3.020 -3.169 -0.351
C -1.452 -0.113 -2.769 -0.218
C -0.360 0.664 -2.441 -0.199
H 2.603 4.376 -0.179 0.236
H 1.810 3.825 1.304 0.216
H 3.798 2.449 0.126 0.414
H 0.269 1.582 0.884 0.253
H -1.474 -3.215 1.805 0.231
H -0.477 -3.052 3.269 0.197
H -2.349 -3.074 4.684 0.203
H -3.192 -3.830 3.323 0.223
H -4.022 -1.689 2.550 0.211
H -4.105 -1.459 4.309 0.220
H -1.900 -0.375 4.317 0.190
H -2.636 0.298 2.838 0.247
H 1.059 -2.573 0.665 0.235
H 3.488 -2.112 0.345 0.223
H 6.199 -0.103 -1.035 0.222
H 4.825 -1.214 -1.340 0.202
H 1.475 2.165 -1.724 0.412
H -1.957 3.436 -1.340 0.254
H -3.911 2.039 -1.910 0.223
H -2.859 -2.045 -1.439 0.194
H -1.304 -1.101 -3.179 0.228
H 0.638 0.274 -2.583 0.207
```

## Properties
Relative energy (zero: lowest compared OMol25 entry of this formula, charge and spin) = 0.181 eV
Spin multiplicity = 1
SMILES = O=C(CNc1cc(S(=O)(=O)N2CCCC2)ccc1OCC(F)(F)F)Nc1ccc(SC(F)F)cc1


| no. | HOMO (eV) | Kohn-Sham gap (eV) |
| --- | --- | --- |
| 1 | -8.57 | 8.29 |
| 2 | -8.06 | 8.42 |